The following is a quantum chemistry calculation of C41H74BaGeN4O5P3S2 as an isolated structure, from OMol25.

Its relative energy (zero: lowest compared OMol25 entry of this formula, charge and spin) is 1772.53 kJ/mol. The spin multiplicity is 2. The value obtained for the electronic energy is -6123.40144 a.u. As for the charge: -2. The value obtained for the HOMO energy (spin up / spin down) is -1.598 / -1.597 eV. For the orbital gap (spin up / spin down), the calculation gives 4.351 / 4.296 eV. The value obtained for the molar mass is 1070.06 g/mol.

Element x y z (Å)
Ba1 -2.642 -2.619 -3.107
C1 -1.655 -1.168 4.577
C2 -2.596 -1.300 3.366
C3 -4.027 -0.930 3.459
P1 -1.561 -0.872 1.969
C4 -1.386 0.794 2.230
N1 -0.040 1.350 2.516
Ge1 1.055 0.880 0.856
N2 2.679 0.060 1.939
C5 2.455 -1.340 1.490
P2 3.762 -1.806 0.423
C6 3.228 -3.392 -0.334
C7 2.701 -4.558 0.534
C8 2.418 -2.904 -1.582
C9 5.472 -1.952 1.327
C10 5.951 -0.588 1.474
C11 5.755 -2.856 2.612
C12 2.894 0.425 3.210
C13 3.567 -0.350 4.147
C14 3.657 -0.013 5.497
C15 3.273 1.207 5.728
C16 2.467 2.148 4.893
C17 2.557 1.817 3.458
N3 2.185 2.580 2.309
C18 1.042 3.389 2.748
C19 1.173 4.734 2.783
C20 -0.140 5.558 2.648
C21 -1.271 4.893 2.562
C22 -1.329 3.434 2.668
C23 -0.127 2.746 2.699
C24 3.035 3.166 1.282
C25 4.125 4.079 1.697
C26 5.221 4.294 0.910
C27 4.884 4.163 -0.491
C28 3.706 3.577 -0.887
C29 2.629 3.223 -0.090
N4 1.470 2.508 -0.593
C30 1.064 2.288 -1.883
P3 -0.610 3.325 -2.380
C31 -0.781 4.856 -1.060
C32 0.303 5.884 -1.129
C33 -2.330 5.256 -1.289
C34 -1.998 2.224 -2.079
C35 -1.980 0.688 -2.599
C36 -2.939 2.492 -0.946
C37 -2.978 -0.917 0.836
C38 -3.954 -2.242 0.811
C39 -3.465 -7.958 -1.242
H1 -1.799 -0.106 4.949
H2 -0.711 -1.286 4.399
H3 -2.006 -1.683 5.448
H4 -2.522 -2.588 3.221
H5 -4.285 0.016 3.871
H6 -4.585 -1.711 3.954
H7 -4.532 -0.902 2.612
H8 -1.724 1.336 3.124
H9 -1.673 1.168 1.138
H10 1.504 -1.746 0.887
H11 2.418 -1.816 2.421
H12 4.249 -3.792 -0.915
H13 1.732 -4.183 1.046
H14 3.463 -4.934 1.059
H15 2.141 -5.084 -0.276
H16 2.871 -2.457 -2.375
H17 1.644 -1.890 -1.502
H18 1.714 -3.651 -2.230
H19 5.938 -2.579 0.370
H20 5.374 0.045 0.682
H21 7.122 -0.793 1.402
H22 5.501 -0.300 2.658
H23 6.479 -3.697 2.299
H24 5.018 -3.576 2.296
H25 5.466 -2.463 3.476
H26 3.959 -1.278 3.786
H27 4.592 -0.462 6.058
H28 3.008 1.533 6.770
H29 2.221 3.184 5.110
H30 2.188 5.310 2.555
H31 0.206 6.654 2.838
H32 -2.082 5.228 2.034
H33 -2.302 3.248 2.667
H34 4.319 3.607 2.656
H35 6.070 4.992 1.135
H36 5.672 4.654 -1.149
H37 3.493 3.836 -1.939
H38 1.307 1.368 -2.332
H39 1.725 3.111 -2.260
H40 -0.607 4.448 -0.062
H41 0.604 6.464 -2.038
H42 1.277 5.321 -0.936
H43 -0.028 6.805 -0.386
H44 -2.873 5.492 -0.249
H45 -2.670 4.597 -2.076
H46 -2.018 6.323 -1.795
H47 -2.869 2.737 -3.078
H48 -1.895 0.653 -3.609
H49 -2.855 0.309 -2.022
H50 -1.002 0.067 -2.457
H51 -2.698 2.980 -0.074
H52 -3.425 1.567 -0.490
H53 -3.870 3.052 -1.216
H54 -2.851 -0.343 -0.025
H55 -5.053 -1.907 0.462
H56 -3.844 -2.835 1.751
H57 -3.653 -2.992 0.036
H58 -3.958 -8.712 -1.966
H59 8.069 -3.925 5.752
H60 -3.750 -7.321 -0.326
O1 -5.734 -1.469 -8.094
H61 -6.152 -1.641 -9.031
H62 -1.555 1.026 6.920
O2 4.172 0.352 -8.747
H63 4.314 1.364 -9.020
H64 3.631 0.322 -8.003
O3 -2.635 -4.941 4.479
H65 -2.712 -4.210 3.820
H66 -1.718 -5.009 4.590
O4 -3.590 -0.571 -6.516
H67 -3.770 -1.554 -6.665
H68 -3.948 -0.417 -7.517
S1 -0.552 -3.979 -4.821
O5 -2.660 -7.068 -1.789
C40 -6.426 -3.403 -6.348
S2 -7.491 -4.397 -7.529
C41 -6.425 -5.934 -7.933
H69 -5.295 -3.713 -5.949
H70 -7.074 -3.126 -5.381
H71 -6.235 -2.272 -7.096
H72 -6.414 -6.846 -7.379
H73 -5.172 -5.707 -8.138
H74 -6.681 -6.175 -8.958

Force components x, y, z for each atom (eV/Å):
1.93 -1.06 -1.91
-7.04 3.44 1.92
2.28 -5.35 0.99
0.74 -0.56 3.41
-1.35 -3.14 -1.14
1.50 5.21 -1.08
0.61 0.04 -1.20
0.53 0.15 -0.10
-2.18 -0.09 -3.73
-0.77 -0.30 0.97
2.34 0.36 -1.26
2.73 -0.23 -2.23
-5.96 3.59 -4.10
-6.01 -0.07 0.32
-0.88 -3.74 -1.96
0.32 1.43 1.89
0.01 -3.53 -7.73
0.04 1.11 -0.57
-0.65 -1.07 -0.23
4.67 -2.91 -1.91
-5.67 6.86 3.71
3.19 -2.20 -4.34
0.90 -1.19 3.06
-1.32 0.79 0.83
4.46 2.43 -2.02
-1.73 3.31 -0.97
7.41 1.48 2.04
0.17 -3.41 0.15
4.17 4.57 0.05
-4.24 -3.95 -0.10
0.25 2.74 0.23
-0.94 -5.89 1.44
-0.55 2.51 -3.30
2.41 0.97 1.69
0.33 2.81 -2.71
-1.37 -3.88 -0.02
1.68 -0.09 7.57
0.08 5.49 -0.83
2.69 0.37 -0.05
-1.32 -2.90 -0.41
1.05 2.30 0.47
3.58 4.26 0.81
-3.79 0.32 -3.83
2.07 0.87 4.14
-3.76 -2.20 0.55
-0.47 -3.24 0.94
0.12 1.74 -1.45
2.63 7.12 -2.97
0.53 -0.73 -0.52
5.56 -1.01 -1.20
-0.06 -0.94 0.38
-0.61 3.21 0.22
0.36 0.91 1.00
-0.08 -0.13 0.99
-1.62 0.17 -4.38
-2.42 -1.01 -0.59
-0.21 0.25 2.26
1.30 1.85 1.30
-0.23 -1.82 1.37
-2.24 0.82 1.71
1.95 -0.45 0.31
2.22 -2.03 2.16
1.12 -1.19 0.85
2.83 0.87 -1.86
1.60 -2.83 0.91
1.47 1.05 2.09
-0.57 1.68 2.22
1.88 -0.45 1.44
-2.13 1.83 0.39
1.90 -0.12 -3.55
0.61 2.10 1.75
-1.52 -0.55 0.97
-0.08 1.33 3.92
0.03 -0.46 -0.04
-2.61 0.43 -0.43
1.40 -0.29 -0.37
-0.10 -0.37 0.72
-2.35 -1.54 0.88
-1.79 -1.67 -1.16
-2.50 1.70 -0.21
-3.65 -2.46 -0.36
0.26 1.55 1.34
-0.66 -1.24 0.29
-1.46 -1.12 0.15
0.07 -0.99 0.18
-0.24 -1.35 -0.74
-0.41 -0.94 -1.81
-0.40 -0.40 0.01
-1.09 -0.78 -0.05
-1.13 1.15 0.73
1.35 -2.46 -1.20
0.80 -0.98 -2.71
-1.14 0.37 0.40
-1.83 -2.19 0.95
2.68 -1.62 2.39
-1.26 0.14 -3.40
0.54 -0.45 -1.22
-1.32 1.08 1.20
1.83 1.27 1.82
0.75 0.54 -0.78
0.83 -0.41 -0.26
-0.27 0.70 -1.55
2.31 -0.86 1.33
-0.74 0.86 -0.70
0.05 0.64 0.21
0.77 0.58 1.81
0.00 0.00 0.00
-0.69 -2.80 -0.26
-1.04 0.01 -2.67
1.20 0.36 2.91
0.01 0.05 0.06
2.29 3.29 -3.31
-0.74 -3.55 1.27
-1.55 0.24 2.04
-2.06 0.99 -1.07
-0.08 -0.79 0.78
2.14 -0.29 0.38
-1.21 -1.67 -3.70
0.37 1.44 0.78
0.54 0.06 3.21
-1.75 1.22 1.73
-2.78 -4.85 1.48
0.50 2.05 1.83
2.60 -1.54 0.96
3.24 2.21 -1.78
-3.08 -0.02 -1.45
1.27 -0.97 -1.87
0.25 -1.47 0.23
-0.56 -0.29 1.03
-3.61 -0.04 1.02
-0.47 -0.18 -0.19